Entry from the Open Molecules 2025 dataset: a single C7H6N2O5 molecule in a non-equilibrium geometry (wB97M-V/def2-TZVPD).

The HOMO energy comes out at -10.112 eV. Its SMILES is O=[N+]([O-])C(O)(c1ccccc1)[N+](=O)[O-]. Its LUMO energy is -0.72 eV. Its HOMO-LUMO gap is 9.394 eV. As for the energy: -755.79641 a.u.

Structure (ORCA input):
```
! RIJCOSX wB97M-V def2-TZVPD def2/J DEFGRID3
* xyz 0 1
O 2.06 -1.78 -0.48
N 1.93 -1.04 0.46
O 1.98 -1.45 1.59
C 1.47 0.31 0.13
O 1.73 1.09 1.43
C -0.04 0.13 0.03
C -0.89 0.08 1.15
C -2.22 -0.15 1.04
C -2.74 -0.32 -0.28
C -1.98 -0.19 -1.37
C -0.61 0.03 -1.24
N 2.31 0.99 -0.98
O 1.69 1.47 -1.85
O 3.43 0.94 -0.69
H 1.51 0.44 2.07
H -0.34 0.35 2.11
H -3.00 -0.40 1.83
H -3.79 -0.45 -0.45
H -2.35 -0.26 -2.35
H -0.14 0.21 -2.17
*
```

Mulliken charges in e: -0.57 1.10 -0.62 0.44 -0.55 0.41 -0.05 -0.81 -0.25 -0.78 -0.29 1.05 -0.59 -0.56 0.44 0.15 0.28 0.38 0.45 0.36



Entry from the Open Molecules 2025 dataset: 2 unconnected molecules or ions with the total composition C7H6N4S in a non-equilibrium geometry (wB97M-V/def2-TZVPD).

The expectation value of S² is 2.036. The HOMO energy (spin up / spin down) comes out at -6.358 / -9.940 eV. Its LUMO energy (spin up / spin down) is -0.45 / -3.65 eV. Its HOMO-LUMO gap (spin up / spin down) is 5.909 / 6.289 eV. As for the energy: -887.41610 a.u.

Structure (ORCA input):
```
! RIJCOSX wB97M-V def2-TZVPD def2/J DEFGRID3
* xyz 0 3
C -1.13 -1.91 1.89
C 2.25 1.33 0.30
C 0.71 -0.40 1.16
C -0.59 -1.64 -0.43
C -0.29 -1.33 0.87
C 1.28 0.28 0.13
C 0.74 0.11 -1.20
N -1.75 -2.40 2.73
N 2.96 2.21 0.48
N 0.02 -0.99 -1.42
N -1.18 1.57 -0.27
S 1.31 1.02 -2.53
H 1.06 -0.07 2.21
H -1.32 -2.35 -0.72
H -0.21 -1.16 -2.42
H -2.04 1.92 -0.60
H -1.30 1.73 0.69
H -0.53 2.12 -0.87
*
```

Mulliken charges in e: 0.07 -0.13 -0.65 -0.77 0.79 0.73 -0.13 -0.46 -0.47 -0.06 -0.56 -0.09 0.30 0.50 0.29 0.22 0.19 0.22